1.
{"formula": "C4H12N2O", "method": "wB97M-V/def2-TZVPD", "symbols": ["N", "C", "C", "O", "C", "N", "C", "H", "H", "H", "H", "H", "H", "H", "H", "H", "H", "H", "H"], "xyz": [[1.122, 1.418, -0.367], [0.814, 0.095, 0.083], [1.556, -0.985, -0.703], [1.430, -2.294, -0.157], [-0.697, -0.157, -0.032], [-1.431, 0.690, 0.882], [-2.742, 1.075, 0.411], [0.748, 1.742, -1.243], [1.930, 1.878, 0.006], [1.031, -0.038, 1.140], [1.159, -1.022, -1.725], [2.601, -0.725, -0.835], [2.044, -2.388, 0.580], [-0.856, -1.206, 0.197], [-0.959, -0.006, -1.095], [-0.874, 1.522, 1.040], [-3.349, 0.216, 0.159], [-2.716, 1.710, -0.495], [-3.265, 1.650, 1.181]], "largest_force_ev_per_a": 1.10, "energy_ha": -344.32834, "homo_ev": -8.571, "de_lowest_kj_mol": 148.8, "smiles": "CNC[C@H](N)CO", "charge": 0, "orbital_gap_ev": 9.5}

---

2.
{"formula": "C4H12N2O", "method": "wB97M-V/def2-TZVPD", "symbols": ["N", "C", "C", "O", "C", "N", "C", "H", "H", "H", "H", "H", "H", "H", "H", "H", "H", "H", "H"], "xyz": [[-0.003, -1.563, 0.839], [0.274, -0.100, 0.922], [-0.842, 0.564, 1.707], [-0.360, 0.720, 3.077], [0.432, 0.466, -0.514], [0.356, -0.537, -1.556], [0.313, 0.074, -2.875], [-0.137, -1.848, 1.817], [0.892, -1.995, 0.646], [1.210, 0.079, 1.450], [-0.982, 1.562, 1.312], [-1.703, -0.076, 1.777], [-1.147, 0.884, 3.613], [1.403, 0.951, -0.610], [-0.299, 1.270, -0.636], [-0.422, -1.149, -1.378], [-0.035, -0.643, -3.602], [1.340, 0.366, -3.103], [-0.291, 0.976, -2.888]], "largest_force_ev_per_a": 2.13, "energy_ha": -344.31846, "homo_ev": -8.621, "de_lowest_kj_mol": 174.8, "smiles": "CNC[C@H](N)CO", "charge": 0, "orbital_gap_ev": 9.6}

---

3.
{"formula": "C4H12N2O", "method": "wB97M-V/def2-TZVPD", "symbols": ["C", "N", "C", "N", "H", "H", "H", "H", "H", "H", "C", "C", "O", "H", "H", "H", "H", "H", "H"], "xyz": [[0.821, 0.609, 1.373], [-0.368, 1.201, 1.917], [-0.249, -1.323, 0.258], [0.615, -0.255, 0.214], [-0.878, 1.649, 1.162], [-0.971, 0.502, 2.336], [1.467, 1.423, 1.038], [1.323, 0.023, 2.158], [-0.915, -1.318, 1.136], [0.262, -2.288, 0.177], [1.566, -0.135, -1.048], [-1.704, 0.247, -1.456], [-0.836, 1.080, -1.100], [-2.715, 0.302, -1.021], [-1.734, -0.070, -2.514], [1.937, 0.883, -1.115], [1.109, -0.470, -1.976], [2.366, -0.839, -0.791], [-1.097, -1.223, -0.749]], "largest_force_ev_per_a": 3.53, "energy_ha": -344.23928, "homo_ev": -8.138, "de_lowest_kj_mol": 382.6, "smiles": "CN(C)CN.C=O", "charge": 0, "orbital_gap_ev": 8.9}

---

4.
{"formula": "C4H12N2O", "method": "wB97M-V/def2-TZVPD", "symbols": ["C", "C", "C", "C", "N", "N", "H", "H", "H", "H", "H", "H", "H", "H", "H", "H", "H", "H", "O"], "xyz": [[0.142, -1.992, -1.081], [1.010, -1.053, -0.271], [0.056, 0.141, 0.127], [-1.411, 0.198, 2.074], [-0.252, 0.242, 1.541], [-0.813, -2.716, -0.174], [0.590, -2.766, -1.722], [-0.457, -1.454, -1.806], [1.484, -1.561, 0.574], [1.792, -0.571, -0.845], [-0.779, 0.301, -0.536], [0.698, 1.046, -0.023], [-1.918, -0.779, 2.046], [-1.945, 1.074, 2.432], [-0.663, -2.264, 0.729], [-0.390, -3.597, 0.130], [0.400, 5.344, -1.576], [1.151, 5.242, -0.334], [1.304, 5.167, -1.284]], "largest_force_ev_per_a": 3.94, "energy_ha": -344.21910, "homo_ev": -7.815, "de_lowest_kj_mol": 435.6, "smiles": "C=NCCCN.O", "charge": 0, "orbital_gap_ev": 8.0}

---

5.
{"formula": "C4H12N2O", "method": "wB97M-V/def2-TZVPD", "symbols": ["N", "C", "C", "N", "C", "C", "O", "H", "H", "H", "H", "H", "H", "H", "H", "H", "H", "H", "H"], "xyz": [[-0.773, 1.121, 1.916], [-1.487, 1.241, 0.606], [-0.471, 1.231, -0.560], [0.729, 0.449, -0.410], [0.941, -0.822, -1.110], [0.989, -2.016, -0.183], [0.135, -2.024, 0.961], [-0.634, -1.539, 0.643], [-0.074, 1.854, 1.859], [-0.327, 0.218, 1.908], [-1.982, 2.199, 0.635], [-2.251, 0.463, 0.499], [-0.847, 0.955, -1.562], [-0.262, 2.309, -0.746], [1.561, 0.988, -0.242], [0.196, -0.858, -1.925], [1.914, -0.720, -1.597], [2.012, -2.208, 0.142], [0.631, -2.843, -0.833]], "largest_force_ev_per_a": 2.31, "energy_ha": -344.30351, "homo_ev": -8.761, "de_lowest_kj_mol": 214.0, "smiles": "NCCNCCO", "charge": 0, "orbital_gap_ev": 9.7}

---

6.
{"formula": "C4H12N2O", "method": "wB97M-V/def2-TZVPD", "symbols": ["C", "N", "C", "O", "C", "N", "C", "H", "H", "H", "H", "H", "H", "H", "H", "H", "H", "H", "H"], "xyz": [[-0.092, 0.448, 0.513], [-0.735, -0.697, 1.111], [-2.204, -0.492, 1.215], [-2.980, -0.738, 0.093], [0.848, -0.051, -0.684], [1.825, 1.003, -0.850], [3.273, 0.533, -1.299], [0.442, 0.874, 1.306], [-0.897, 1.177, 0.018], [-0.283, -1.020, 2.002], [-2.705, -1.162, 1.890], [-2.495, 0.554, 1.610], [-2.468, -1.231, -0.558], [1.330, -0.906, -0.207], [0.368, -0.445, -1.509], [1.367, 1.803, -1.299], [3.176, -0.194, -2.170], [3.654, 0.189, -0.436], [3.773, 1.498, -1.677]], "largest_force_ev_per_a": 6.99, "energy_ha": -344.26231, "homo_ev": -8.529, "de_lowest_kj_mol": 322.2, "smiles": "CNCCNCO", "charge": 0, "orbital_gap_ev": 9.6}

---

7.
{"formula": "C4H12N2O", "method": "wB97M-V/def2-TZVPD", "symbols": ["C", "O", "C", "C", "C", "N", "N", "H", "H", "H", "H", "H", "H", "H", "H", "H", "H", "H", "H"], "xyz": [[-1.860, -0.135, -0.445], [-2.724, -0.796, 0.496], [-0.344, -0.390, -0.002], [0.678, 0.084, -0.939], [1.863, 0.621, -0.116], [1.423, 1.684, 0.813], [-0.147, -1.805, 0.215], [-2.161, -0.461, -1.463], [-2.174, 0.930, -0.376], [-2.583, -0.584, 1.456], [-0.261, 0.339, 0.866], [1.005, -0.656, -1.720], [0.321, 0.867, -1.646], [2.345, -0.186, 0.438], [2.655, 1.053, -0.994], [1.803, 2.613, 0.760], [0.868, 1.462, 1.621], [-1.007, -2.375, -0.068], [0.298, -2.265, 1.104]], "largest_force_ev_per_a": 3.71, "energy_ha": -344.27698, "homo_ev": -8.575, "de_lowest_kj_mol": 283.7, "smiles": "NCC[C@H](N)CO", "charge": 0, "orbital_gap_ev": 9.4}

---

8.
{"formula": "C4H12N2O", "method": "wB97M-V/def2-TZVPD", "symbols": ["C", "C", "C", "C", "N", "N", "H", "H", "H", "H", "H", "H", "H", "H", "H", "H", "H", "H", "O"], "xyz": [[-1.135, -0.179, 1.496], [0.460, -0.035, 1.277], [1.097, 0.761, 0.151], [2.295, 0.264, -0.297], [2.509, 0.197, -1.674], [-1.795, -1.012, 0.537], [-1.582, 0.810, 1.686], [-1.249, -0.928, 2.333], [0.756, 0.405, 2.313], [0.905, -1.043, 1.293], [0.539, 1.056, -0.781], [3.082, 0.015, 0.453], [3.500, 0.077, -1.768], [2.059, -0.514, -2.242], [-1.434, -1.980, 0.869], [-2.810, -1.002, 0.814], [-2.730, 0.281, -2.421], [-1.799, 1.553, -1.872], [-2.671, 1.275, -2.168]], "largest_force_ev_per_a": 3.45, "energy_ha": -344.24042, "homo_ev": -8.202, "de_lowest_kj_mol": 379.7, "smiles": "N/C=C/CCN.O", "charge": 0, "orbital_gap_ev": 9.1}

---

9.
{"formula": "C4H12N2O", "method": "wB97M-V/def2-TZVPD", "symbols": ["C", "C", "N", "C", "O", "H", "H", "H", "H", "H", "H", "H", "C", "N", "H", "H", "H", "H", "H"], "xyz": [[-0.318, -0.924, -1.323], [0.388, 0.185, -0.571], [1.688, 0.399, -1.053], [-0.398, 1.454, -0.326], [-1.527, 1.622, -1.175], [-2.147, 2.200, -0.710], [2.232, -0.456, -1.011], [2.185, 1.109, -0.529], [0.216, 2.361, -0.323], [-0.472, -0.643, -2.372], [0.256, -1.855, -1.295], [-1.295, -1.121, -0.877], [-0.277, -1.182, 1.822], [0.615, -0.284, 1.122], [1.155, 0.294, 1.761], [-0.693, 1.220, 0.765], [-1.024, -0.662, 2.437], [-0.860, -1.847, 1.175], [0.273, -1.869, 2.482]], "largest_force_ev_per_a": 3.43, "energy_ha": -344.28096, "homo_ev": -7.736, "de_lowest_kj_mol": 273.2, "smiles": "CN[C@](C)(N)CO", "charge": 0, "orbital_gap_ev": 8.6}

---

10.
{"formula": "C4H12N2O", "method": "wB97M-V/def2-TZVPD", "symbols": ["C", "C", "C", "C", "N", "N", "O", "H", "H", "H", "H", "H", "H", "H", "H", "H", "H", "H", "H"], "xyz": [[-0.044, 0.263, 0.155], [1.061, -0.376, -0.617], [-1.198, -1.018, -0.077], [-2.595, -0.427, -0.167], [2.506, 0.346, -0.252], [0.180, 0.562, 1.527], [2.340, 1.747, -0.633], [3.076, 1.872, -1.255], [2.605, 0.413, 0.764], [-0.427, 1.148, -0.359], [0.681, 1.441, 1.638], [0.605, -0.197, 2.047], [1.255, -1.422, -0.380], [0.971, -0.180, -1.685], [-1.040, -1.691, -0.925], [-1.104, -1.650, 0.811], [-2.704, 0.149, -1.092], [-2.812, 0.234, 0.677], [-3.356, -1.215, -0.177]], "largest_force_ev_per_a": 5.01, "energy_ha": -344.25576, "homo_ev": -8.882, "de_lowest_kj_mol": 339.4, "smiles": "CC[C@@H](N)CNO", "charge": 0, "orbital_gap_ev": 9.9}